# 1
An isolated molecule of C6H14N2. Source: the Open Molecules 2025 dataset; level of theory: ωB97M-V/def2-TZVPD.

ΔE to the lowest compared entry with this formula, charge and spin, kcal/mol: 82.2
Multiplicity: 1
HOMO energy, eV: -8.6
SMILES: CC(C)N1NC1(C)C

Positions of all 22 atoms, in Å:
C (-2.35379, -1.04100, 0.27496)
C (-1.28676, -0.01513, 0.27152)
C (-1.58252, 1.20871, -0.46540)
N (0.10322, -0.51103, -0.54241)
N (0.66818, -1.63163, 0.15729)
C (1.39533, -0.41747, 0.13923)
C (1.53999, 0.45250, 1.35922)
C (2.49415, -0.23532, -0.88871)
H (-3.26821, -0.75125, 0.96411)
H (-2.83405, -1.11358, -0.66480)
H (-2.19477, -2.04437, 0.53903)
H (-0.94826, 0.21622, 1.21230)
H (-0.73242, 1.85404, -0.55641)
H (-2.28192, 1.87642, 0.07134)
H (-2.11399, 1.09792, -1.44966)
H (0.97666, -2.41977, -0.58793)
H (2.61429, 0.46035, 1.51497)
H (1.05492, 0.00638, 2.20059)
H (0.94375, 1.31194, 1.29489)
H (2.25911, 0.51912, -1.57381)
H (2.85590, -1.03669, -1.44186)
H (3.44932, 0.11947, -0.37960)

---

# 2
An isolated molecule of C6H14N2. Source: the Open Molecules 2025 dataset; level of theory: ωB97M-V/def2-TZVPD.

ΔE to the lowest compared entry with this formula, charge and spin, kcal/mol: 46.0
Multiplicity: 1
HOMO energy, eV: -8.6
SMILES: C=CC[C@H](C)NCN

Positions of all 22 atoms, in Å:
C (2.98558, 1.77453, 0.04582)
C (1.71542, 1.48265, -0.17112)
C (1.23829, 0.10232, -0.45416)
C (0.19640, -0.39869, 0.53774)
C (-0.06048, -1.93639, 0.41157)
N (-1.01048, 0.35491, 0.65306)
C (-2.00748, 0.48586, -0.40118)
N (-3.02355, -0.57890, -0.36248)
H (3.69853, 0.97732, 0.27076)
H (3.60407, 2.66478, 0.14012)
H (1.00041, 2.27584, -0.32241)
H (2.01497, -0.59259, -0.76931)
H (0.61901, 0.01190, -1.39186)
H (0.62400, -0.42410, 1.56159)
H (-0.46237, -2.23703, -0.55248)
H (0.74410, -2.55490, 0.80168)
H (-0.91541, -2.23274, 1.02470)
H (-1.00685, 1.12759, 1.29120)
H (-2.47082, 1.45146, -0.14210)
H (-1.59768, 0.49531, -1.41494)
H (-3.02545, -1.10763, -1.21433)
H (-2.86023, -1.14149, 0.45814)

---

# 3
An isolated molecule of C6H14N2. Source: the Open Molecules 2025 dataset; level of theory: ωB97M-V/def2-TZVPD.

ΔE to the lowest compared entry with this formula, charge and spin, kcal/mol: 32.8
Multiplicity: 1
HOMO energy, eV: -8.5
SMILES: CN1CCC[C@H]1CN

Positions of all 22 atoms, in Å:
C (0.64092, 1.41188, 1.55556)
N (-0.18035, 0.70086, 0.62051)
C (-1.24207, -0.20630, 1.12281)
C (-1.18901, -1.51281, 0.37454)
C (0.25738, -1.57586, -0.09429)
C (0.68529, -0.08935, -0.34538)
C (0.87688, 0.54501, -1.75381)
N (-0.30526, 1.22629, -2.24279)
H (0.00058, 1.96288, 2.26520)
H (1.22437, 2.13450, 0.98139)
H (1.28807, 0.78121, 2.19173)
H (-2.12330, 0.44335, 0.99548)
H (-1.13260, -0.39468, 2.22188)
H (-1.86479, -1.60058, -0.48885)
H (-1.33396, -2.40258, 0.99234)
H (0.95855, -1.90894, 0.67896)
H (0.43045, -2.34047, -0.88440)
H (1.73318, -0.25443, -0.00448)
H (1.25918, -0.34805, -2.32159)
H (1.74043, 1.21718, -1.70380)
H (-0.93079, 0.58574, -2.71075)
H (-0.79314, 1.62515, -1.45025)

---

# 4
An isolated molecule of C6H14N2. Source: the Open Molecules 2025 dataset; level of theory: ωB97M-V/def2-TZVPD.

ΔE to the lowest compared entry with this formula, charge and spin, kcal/mol: 66.0
Multiplicity: 1
HOMO energy, eV: -8.1
SMILES: C=NN(C)CC(C)C

Positions of all 22 atoms, in Å:
C (0.72582, -0.87580, -2.39518)
N (-0.03551, -0.38387, -1.51361)
N (0.27662, 0.71164, -0.67993)
C (1.62541, 1.24158, -0.70487)
C (-0.61690, 1.11659, 0.35748)
C (-0.94960, 0.04381, 1.50483)
C (-1.71690, -1.28367, 1.03788)
C (0.43442, -0.49789, 2.02381)
H (0.35427, -1.70828, -2.85153)
H (1.63562, -0.52209, -2.75382)
H (1.69737, 2.09697, -0.08029)
H (2.34670, 0.49678, -0.37197)
H (2.08556, 1.55812, -1.66368)
H (-0.17249, 2.04397, 0.86739)
H (-1.52636, 1.47697, -0.22163)
H (-1.61476, 0.48190, 2.24700)
H (-1.26376, -1.54683, 0.10541)
H (-1.69283, -2.04103, 1.85400)
H (-2.71886, -1.03400, 0.79858)
H (0.86763, -0.97841, 1.12289)
H (0.98212, 0.27595, 2.62072)
H (0.31853, -1.36219, 2.73794)

---

# 5
An isolated molecule of C6H14N2. Source: the Open Molecules 2025 dataset; level of theory: ωB97M-V/def2-TZVPD.

ΔE to the lowest compared entry with this formula, charge and spin, kcal/mol: 30.3
Multiplicity: 1
HOMO energy, eV: -8.5
SMILES: C=CC[C@H](C)NCN

Positions of all 22 atoms, in Å:
C (1.99500, 1.66227, -2.14533)
C (1.54762, 1.10098, -1.03730)
C (1.00292, -0.29485, -0.93124)
C (0.61347, -0.76378, 0.45917)
C (0.24681, -2.24908, 0.35686)
N (-0.38764, 0.05772, 1.10619)
C (-1.66533, 0.42416, 0.49360)
N (-2.78962, 0.26975, 1.38490)
H (1.84120, 1.18655, -3.11316)
H (2.48822, 2.62354, -2.22671)
H (1.74031, 1.63576, -0.11487)
H (1.77415, -0.96530, -1.32684)
H (0.17399, -0.45135, -1.59369)
H (1.48491, -0.71058, 1.11201)
H (-0.38810, -2.43536, -0.51650)
H (1.13220, -2.87232, 0.37252)
H (-0.36752, -2.57598, 1.20053)
H (0.04789, 0.83532, 1.57546)
H (-1.59850, 1.48163, 0.23672)
H (-1.85720, -0.16395, -0.39754)
H (-2.78097, -0.63186, 1.84127)
H (-2.86149, 0.97379, 2.10338)

---

# 6
An isolated molecule of C6H14N2O. Source: the Open Molecules 2025 dataset; level of theory: ωB97M-V/def2-TZVPD.

ΔE to the lowest compared entry with this formula, charge and spin, kcal/mol: 100.3
Multiplicity: 1
HOMO energy, eV: -8.7
SMILES: CC(C)N(N=O)C(C)C

Positions of all 23 atoms, in Å:
C (1.07490, -1.17774, 2.15812)
C (0.83459, 0.00527, 1.20930)
C (2.09401, 0.50942, 0.50022)
N (-0.09290, -0.48029, 0.22562)
N (-0.60350, -1.69897, 0.19747)
O (-1.48257, -1.89092, -0.66438)
C (-0.65642, 0.45498, -0.81986)
C (-1.96838, 1.17953, -0.33592)
C (-0.83725, -0.11413, -2.26870)
H (1.74569, -0.85566, 2.93952)
H (0.02614, -1.33128, 2.45657)
H (1.32695, -1.99558, 1.45462)
H (0.34843, 0.85442, 1.74242)
H (2.98985, 0.58451, 1.24402)
H (2.51426, -0.12456, -0.30136)
H (2.09074, 1.46524, -0.00362)
H (0.18101, 1.12613, -1.00305)
H (-2.85676, 0.44339, -0.38285)
H (-1.92719, 1.67699, 0.69288)
H (-2.05425, 2.09910, -0.94202)
H (-0.77900, 0.60866, -3.09143)
H (-1.89412, -0.50094, -2.45025)
H (-0.07422, -0.83754, -2.55732)

---

# 7
An isolated molecule of C6H14N2O. Source: the Open Molecules 2025 dataset; level of theory: ωB97M-V/def2-TZVPD.

ΔE to the lowest compared entry with this formula, charge and spin, kcal/mol: 118.8
Multiplicity: 1
HOMO energy, eV: -9.0
SMILES: CCCCN(CC)N=O

Positions of all 23 atoms, in Å:
C (-1.74252, -0.66872, 1.42944)
C (-2.48116, -0.36036, 0.10080)
C (-1.42813, -0.54612, -1.05516)
C (-0.40233, 0.51449, -1.16810)
N (0.83653, 0.44972, -0.51276)
C (1.67421, -0.83105, -0.62433)
C (2.28249, -1.41919, 0.63282)
N (1.16077, 1.24702, 0.45344)
O (0.34806, 2.22187, 0.63329)
H (-1.05638, -1.59374, 1.49172)
H (-2.52171, -1.06845, 2.21136)
H (-1.22938, 0.34928, 1.83559)
H (-3.08612, 0.53542, -0.03242)
H (-3.29085, -1.09872, -0.28729)
H (-1.94659, -0.48391, -1.99522)
H (-1.02965, -1.60261, -1.00950)
H (-0.13706, 0.49760, -2.21579)
H (-0.78826, 1.46130, -1.02852)
H (2.56461, -0.46186, -1.27870)
H (1.14067, -1.58228, -1.16982)
H (2.75831, -2.44438, 0.35883)
H (1.36115, -1.48422, 1.30330)
H (3.08024, -0.80987, 1.27261)

---

# 8
A cluster of 2 separate species, C6H14N2O in total. Source: the Open Molecules 2025 dataset; level of theory: ωB97M-V/def2-TZVPD.

ΔE to the lowest compared entry with this formula, charge and spin, kcal/mol: 151.8
Multiplicity: 1
HOMO energy (alpha / beta), eV: -7.4 / -6.5

Positions of all 23 atoms, in Å:
C (1.00838, 1.68577, -0.54915)
C (2.12630, -0.53018, -0.56728)
C (1.07188, 0.19475, 1.58891)
C (-1.86846, -2.12168, -0.22684)
C (-0.38345, -0.32337, -0.29441)
C (0.95030, 0.29772, 0.05390)
N (-2.66524, 1.35520, -0.31196)
N (-2.06572, 0.98413, 0.63857)
O (-0.68755, -1.55191, 0.18080)
H (0.13422, 2.20016, 0.00418)
H (0.76332, 1.76589, -1.66263)
H (2.00301, 2.23472, -0.23107)
H (2.99836, 0.14252, -0.86608)
H (2.45625, -1.18665, 0.14595)
H (1.69401, -1.13209, -1.43972)
H (0.44842, -0.42224, 2.11606)
H (0.85364, 1.19079, 2.13538)
H (2.07394, -0.00760, 1.79268)
H (-1.71916, -3.11194, 0.10454)
H (-1.88009, -1.90641, -1.22525)
H (-2.82857, -1.56584, 0.22280)
H (-0.93206, -0.23418, -1.30756)
H (-3.55171, 2.04243, -0.30183)

---

# 9
A structure of composition C6H14N2O. Source: the Open Molecules 2025 dataset; level of theory: ωB97M-V/def2-TZVPD.

ΔE to the lowest compared entry with this formula, charge and spin, kcal/mol: 150.6
Multiplicity: 1
HOMO energy, eV: -7.7

Positions of all 23 atoms, in Å:
C (0.05453, 0.34739, 0.46181)
C (2.15128, 0.13183, -0.84725)
C (-2.87260, 0.45565, 0.31874)
C (2.92489, -0.81659, 0.02871)
N (0.33818, -0.25776, -0.74533)
C (-1.71107, -0.44391, 0.55520)
N (-0.05421, 1.72631, 0.58059)
C (-1.78062, -1.73334, 0.82381)
O (-0.38360, 0.37388, -1.75814)
H (-0.14340, 0.57457, -2.67058)
H (0.56869, -0.14015, 1.28385)
H (0.51056, 2.17277, 1.28466)
H (-0.49114, 2.20651, -0.19222)
H (2.39716, 1.18364, -0.66760)
H (2.26418, -0.06683, -1.91022)
H (-3.82517, -0.03649, 0.54445)
H (-2.79724, 1.35246, 0.93708)
H (-2.94529, 0.77637, -0.72296)
H (2.94487, -0.49691, 1.07173)
H (3.97092, -0.90641, -0.28131)
H (2.49852, -1.81995, -0.02583)
H (-0.89664, -2.35692, 0.87728)
H (-2.72279, -2.22612, 1.05350)

---

# 10
An isolated molecule of C6H14N2O. Source: the Open Molecules 2025 dataset; level of theory: ωB97M-V/def2-TZVPD.

ΔE to the lowest compared entry with this formula, charge and spin, kcal/mol: 63.3
Multiplicity: 1
HOMO energy, eV: -8.7
SMILES: C=C(C(C)C)[C@H](O)NN

Positions of all 23 atoms, in Å:
C (-0.75401, -1.79631, -0.01578)
C (-0.12169, -0.62317, -0.22484)
C (1.40370, -0.59250, -0.10814)
C (1.86065, -0.15479, 1.28574)
C (2.09556, 0.23855, -1.19298)
C (-0.82932, 0.66854, -0.61689)
O (-0.45547, 1.69805, 0.27071)
N (-2.29939, 0.61571, -0.63218)
N (-2.85267, 0.62154, 0.73451)
H (-1.82980, -1.90037, -0.11958)
H (-0.21176, -2.69373, 0.26740)
H (1.76650, -1.62138, -0.24651)
H (1.71596, 0.91762, 1.44867)
H (1.31878, -0.69424, 2.07035)
H (2.92768, -0.36657, 1.41696)
H (1.74754, -0.04649, -2.19172)
H (1.91757, 1.31139, -1.06196)
H (3.17916, 0.08152, -1.16091)
H (-0.50163, 0.94685, -1.62460)
H (-1.24686, 1.73473, 0.84220)
H (-2.61021, 1.45085, -1.14020)
H (-2.39116, -0.10127, 1.30304)
H (-3.82913, 0.30547, 0.69674)

---

# 11
A cluster of 2 separate species, C6H14N2O2 in total. Source: the Open Molecules 2025 dataset; level of theory: ωB97M-V/def2-TZVPD.

ΔE to the lowest compared entry with this formula, charge and spin, kcal/mol: 52.2
Multiplicity: 1
HOMO energy, eV: -9.2
SMILES: CNC(C)=O.CNC(C)=O

Positions of all 24 atoms, in Å:
C (-0.57535, 0.06688, 2.16190)
N (-0.41266, 1.16523, 1.25671)
C (-1.34771, 1.46591, 0.22876)
C (-1.20049, 2.67601, -0.68997)
O (-2.25215, 0.64766, -0.00570)
H (-1.15721, 0.37161, 3.01202)
H (-1.13944, -0.81514, 1.54776)
H (0.36457, -0.27459, 2.44499)
H (-0.09334, 2.03881, 1.78612)
H (-1.97457, 3.38802, -0.73480)
H (-0.31188, 3.29673, -0.29573)
H (-1.13838, 2.41400, -1.79655)
C (-0.58999, -1.57840, -1.89274)
N (0.23344, -1.64193, -0.67922)
C (1.40897, -0.82012, -0.52642)
C (2.49220, -1.23848, 0.40155)
O (1.46591, 0.30731, -1.04619)
H (-1.21462, -2.58203, -1.73836)
H (-1.19599, -0.68959, -2.06212)
H (0.12083, -1.64850, -2.78020)
H (0.27396, -2.55500, -0.37884)
H (2.46125, -2.36530, 0.50135)
H (3.41500, -0.82295, -0.11030)
H (2.36766, -0.80613, 1.39599)

---

# 12
A cluster of 2 separate species, C6H14N2O2 in total. Source: the Open Molecules 2025 dataset; level of theory: ωB97M-V/def2-TZVPD.

ΔE to the lowest compared entry with this formula, charge and spin, kcal/mol: 28.8
Multiplicity: 1
HOMO energy, eV: -9.8
SMILES: CNC(C)=O.CNC(C)=O

Positions of all 24 atoms, in Å:
C (1.77618, -1.09938, -1.05794)
N (1.76018, -0.05960, -0.04299)
C (1.89096, -0.24539, 1.30333)
C (1.38891, 0.96263, 2.07383)
O (2.20385, -1.32034, 1.76848)
H (1.66122, -2.10374, -0.64909)
H (0.97538, -0.91594, -1.76759)
H (2.74654, -1.11970, -1.57089)
H (1.61272, 0.84530, -0.45272)
H (1.57568, 0.88285, 3.13814)
H (1.80298, 1.85631, 1.58278)
H (0.30255, 1.05641, 1.97891)
C (-2.15912, -1.66977, -0.06751)
N (-1.80193, -0.23497, 0.17337)
C (-1.88683, 0.59808, -0.87732)
C (-0.94358, 1.80817, -0.97150)
O (-2.57135, 0.42366, -1.87679)
H (-3.20672, -1.83177, 0.19335)
H (-2.25736, -1.66316, -1.16949)
H (-1.48991, -2.29482, 0.44074)
H (-1.12846, -0.00974, 0.87879)
H (-1.49195, 2.75309, -0.89907)
H (-0.22108, 1.78971, -0.17888)
H (-0.53886, 1.59212, -1.94993)

---

DFT total energy for every record listed, in sequence, given in Ha: -346.39615 -346.45391 -346.47482 -346.42202 -346.47887 -421.64048 -421.61102 -421.55830 -421.56035 -421.69936 -496.97436 -497.01170.